{
  "formula": "C84H183N9O9",
  "method": "the ωB97M-V functional and the def2-TZVPD basis",
  "species": ["C", "C", "C", "N", "C", "C", "C", "C", "C", "C", "H", "H", "H", "H", "H", "H", "H", "H", "H", "H", "H", "H", "H", "H", "H", "H", "H", "H", "H", "H", "C", "C", "C", "N", "C", "C", "C", "C", "C", "C", "H", "H", "H", "H", "H", "H", "H", "H", "H", "H", "H", "H", "H", "H", "H", "H", "H", "H", "H", "H", "C", "C", "C", "N", "C", "C", "C", "C", "C", "C", "H", "H", "H", "H", "H", "H", "H", "H", "H", "H", "H", "H", "H", "H", "H", "H", "H", "H", "H", "H", "C", "C", "C", "N", "C", "C", "C", "C", "C", "C", "H", "H", "H", "H", "H", "H", "H", "H", "H", "H", "H", "H", "H", "H", "H", "H", "H", "H", "H", "H", "C", "C", "C", "N", "C", "C", "C", "C", "C", "C", "H", "H", "H", "H", "H", "H", "H", "H", "H", "H", "H", "H", "H", "H", "H", "H", "H", "H", "H", "H", "C", "C", "C", "N", "C", "C", "C", "C", "C", "C", "H", "H", "H", "H", "H", "H", "H", "H", "H", "H", "H", "H", "H", "H", "H", "H", "H", "H", "H", "H", "C", "C", "C", "N", "C", "C", "C", "C", "C", "C", "H", "H", "H", "H", "H", "H", "H", "H", "H", "H", "H", "H", "H", "H", "H", "H", "H", "H", "H", "H", "C", "C", "C", "N", "C", "C", "C", "C", "C", "C", "H", "H", "H", "H", "H", "H", "H", "H", "H", "H", "H", "H", "H", "H", "H", "H", "H", "H", "H", "H", "C", "C", "C", "N", "C", "C", "C", "C", "C", "C", "H", "H", "H", "H", "H", "H", "H", "H", "H", "H", "H", "H", "H", "H", "H", "H", "H", "H", "H", "H", "O", "C", "O", "O", "H", "O", "C", "O", "O", "H", "O", "C", "O", "O", "H"],
  "positions_angstrom": [[10.756, 17.413, -23.615], [9.348, 17.847, -23.850], [8.469, 16.829, -23.217], [6.976, 17.332, -22.990], [6.285, 16.352, -22.020], [5.797, 15.136, -22.716], [4.895, 15.547, -23.919], [5.698, 16.289, -25.018], [6.233, 17.573, -24.361], [7.083, 18.749, -22.284], [10.899, 17.135, -22.571], [11.407, 18.252, -23.862], [10.992, 16.598, -24.300], [9.219, 17.898, -24.931], [9.174, 18.850, -23.461], [8.833, 16.672, -22.201], [8.363, 15.973, -23.883], [7.059, 15.950, -21.366], [5.487, 16.928, -21.551], [6.670, 14.600, -23.089], [5.370, 14.482, -21.956], [4.518, 14.662, -24.431], [4.000, 16.120, -23.676], [6.492, 15.695, -25.471], [4.939, 16.657, -25.708], [6.984, 18.209, -24.831], [5.364, 18.130, -24.012], [7.813, 18.789, -21.475], [6.095, 18.852, -21.836], [7.252, 19.656, -22.864], [10.982, 1.966, -25.077], [12.148, 2.663, -25.746], [12.090, 4.220, -25.757], [13.450, 4.933, -26.168], [13.150, 6.401, -26.489], [13.023, 7.192, -25.205], [14.125, 7.071, -24.151], [14.239, 5.608, -23.821], [14.523, 4.736, -25.048], [13.913, 4.309, -27.516], [11.179, 0.926, -24.815], [10.151, 1.911, -25.780], [10.706, 2.424, -24.128], [12.305, 2.249, -26.742], [13.033, 2.210, -25.301], [11.826, 4.632, -24.782], [11.219, 4.503, -26.349], [12.205, 6.512, -27.021], [13.954, 6.907, -27.025], [12.086, 6.946, -24.704], [12.867, 8.244, -25.442], [13.760, 7.605, -23.274], [15.133, 7.401, -24.401], [13.404, 5.159, -23.283], [14.929, 5.514, -22.983], [14.695, 3.665, -24.934], [15.454, 4.973, -25.563], [14.815, 4.829, -27.840], [13.099, 4.251, -28.238], [14.309, 3.307, -27.352], [4.373, 18.187, -12.322], [5.290, 18.007, -13.550], [4.629, 18.295, -14.889], [5.515, 18.132, -16.137], [6.011, 16.675, -16.324], [4.927, 15.702, -16.932], [4.235, 16.236, -18.179], [3.674, 17.661, -17.872], [4.732, 18.571, -17.402], [6.761, 19.032, -16.080], [4.061, 19.228, -12.243], [4.951, 17.890, -11.446], [3.468, 17.581, -12.311], [5.730, 17.010, -13.542], [6.150, 18.640, -13.330], [4.250, 19.317, -14.860], [3.883, 17.516, -15.044], [6.607, 16.361, -15.467], [6.852, 16.756, -17.013], [4.286, 15.411, -16.100], [5.538, 14.825, -17.147], [3.474, 15.506, -18.455], [5.004, 16.345, -18.944], [2.881, 17.570, -17.130], [3.181, 18.012, -18.778], [4.327, 19.545, -17.126], [5.424, 18.709, -18.233], [7.403, 18.661, -15.282], [6.493, 20.057, -15.822], [7.352, 18.976, -16.995], [13.650, 14.065, -16.028], [12.162, 13.856, -16.225], [11.301, 13.658, -14.899], [9.851, 13.090, -15.149], [8.971, 13.139, -13.850], [9.540, 12.261, -12.683], [9.772, 10.848, -13.268], [10.551, 10.744, -14.639], [9.980, 11.657, -15.708], [9.089, 13.980, -16.182], [13.696, 15.072, -15.616], [14.208, 13.929, -16.955], [14.105, 13.404, -15.290], [12.173, 12.941, -16.816], [11.738, 14.700, -16.768], [10.951, 14.605, -14.487], [11.815, 13.056, -14.150], [8.862, 14.182, -13.554], [7.953, 12.830, -14.085], [10.425, 12.582, -12.133], [8.823, 12.170, -11.868], [10.308, 10.169, -12.606], [8.809, 10.368, -13.444], [11.617, 10.915, -14.488], [10.503, 9.745, -15.073], [10.735, 11.554, -16.487], [8.989, 11.308, -15.998], [9.061, 14.988, -15.769], [8.064, 13.612, -16.131], [9.502, 14.017, -17.190], [5.756, 10.891, -22.486], [6.046, 9.597, -21.699], [6.970, 9.791, -20.493], [6.986, 8.612, -19.529], [5.680, 8.445, -18.783], [5.792, 7.629, -17.464], [7.079, 7.856, -16.616], [8.393, 8.013, -17.470], [8.148, 8.942, -18.599], [7.340, 7.258, -20.247], [5.389, 10.805, -23.509], [6.616, 11.552, -22.594], [5.079, 11.511, -21.898], [6.450, 8.976, -22.499], [5.134, 9.143, -21.313], [6.685, 10.709, -19.979], [8.006, 9.924, -20.805], [5.142, 9.389, -18.699], [4.935, 7.880, -19.345], [4.988, 7.960, -16.807], [5.704, 6.564, -17.678], [6.973, 8.698, -15.933], [7.172, 7.101, -15.835], [9.205, 8.354, -16.828], [8.661, 7.007, -17.791], [8.035, 9.874, -18.046], [9.103, 9.037, -19.116], [6.579, 7.047, -20.998], [7.346, 6.449, -19.517], [8.353, 7.342, -20.642], [19.194, 14.741, -18.103], [18.762, 13.591, -18.995], [17.482, 12.934, -18.499], [17.110, 11.582, -19.080], [18.012, 10.446, -18.494], [17.965, 10.319, -16.915], [16.502, 10.124, -16.528], [15.602, 11.196, -17.113], [15.667, 11.313, -18.690], [17.150, 11.608, -20.672], [18.308, 15.332, -17.866], [19.954, 15.372, -18.565], [19.586, 14.404, -17.144], [19.531, 12.831, -19.134], [18.527, 13.875, -20.021], [16.658, 13.598, -18.762], [17.405, 12.899, -17.413], [19.004, 10.689, -18.874], [17.727, 9.522, -18.996], [18.477, 11.115, -16.374], [18.508, 9.507, -16.432], [16.529, 10.137, -15.438], [16.200, 9.128, -16.850], [15.731, 12.111, -16.535], [14.582, 10.951, -16.817], [15.000, 12.097, -19.048], [15.344, 10.419, -19.222], [17.037, 10.625, -21.130], [18.146, 11.968, -20.929], [16.352, 12.292, -20.961], [12.952, 14.671, -25.332], [13.667, 13.581, -26.148], [12.840, 13.042, -27.379], [13.514, 11.976, -28.290], [13.299, 10.507, -27.733], [11.810, 9.995, -27.775], [11.095, 10.239, -29.091], [11.305, 11.644, -29.607], [12.821, 12.084, -29.705], [15.027, 12.300, -28.589], [13.485, 14.848, -24.398], [11.935, 14.356, -25.100], [12.836, 15.595, -25.898], [14.004, 12.761, -25.514], [14.577, 14.091, -26.464], [12.473, 13.856, -28.004], [11.938, 12.585, -26.973], [13.641, 10.461, -26.699], [13.989, 9.871, -28.288], [11.203, 10.506, -27.027], [11.715, 8.934, -27.544], [10.038, 10.072, -28.884], [11.315, 9.498, -29.860], [10.730, 12.340, -28.996], [10.933, 11.630, -30.631], [12.969, 13.122, -30.002], [13.410, 11.406, -30.324], [15.110, 13.276, -29.066], [15.568, 11.597, -29.222], [15.563, 12.347, -27.641], [7.594, 13.539, -19.293], [8.409, 13.231, -20.560], [9.851, 12.765, -20.234], [10.858, 12.686, -21.450], [10.345, 11.539, -22.334], [11.249, 11.414, -23.568], [12.714, 11.125, -23.115], [13.208, 12.142, -22.085], [12.324, 12.344, -20.893], [10.849, 14.064, -22.136], [7.799, 14.463, -18.754], [7.749, 12.753, -18.553], [6.554, 13.596, -19.615], [8.408, 14.205, -21.050], [7.829, 12.489, -21.109], [9.983, 11.799, -19.747], [10.394, 13.506, -19.647], [10.368, 10.584, -21.810], [9.341, 11.712, -22.721], [10.649, 10.670, -24.090], [11.252, 12.296, -24.209], [12.910, 10.146, -22.677], [13.431, 11.177, -23.934], [14.135, 11.864, -21.583], [13.384, 13.140, -22.485], [12.118, 11.434, -20.329], [12.634, 13.155, -20.235], [11.653, 14.070, -22.872], [10.912, 14.888, -21.424], [9.901, 14.208, -22.654], [7.625, 3.081, -27.231], [7.191, 4.549, -27.233], [8.209, 5.612, -26.970], [7.782, 7.062, -26.950], [8.972, 7.947, -26.846], [8.470, 9.387, -26.555], [7.654, 9.391, -25.294], [6.364, 8.624, -25.518], [6.720, 7.192, -25.799], [7.054, 7.333, -28.282], [6.848, 2.490, -27.715], [7.647, 2.787, -26.182], [8.675, 2.891, -27.455], [6.428, 4.623, -26.459], [6.672, 4.773, -28.165], [9.006, 5.577, -27.714], [8.691, 5.462, -26.004], [9.501, 7.656, -25.939], [9.662, 7.814, -27.679], [9.407, 9.902, -26.345], [7.972, 9.917, -27.366], [8.158, 8.999, -24.410], [7.543, 10.422, -24.960], [5.732, 8.551, -24.633], [5.804, 9.036, -26.358], [7.171, 6.777, -24.897], [5.800, 6.685, -26.090], [6.773, 8.386, -28.292], [6.113, 6.785, -28.336], [7.797, 7.168, -29.062], [9.291, 17.588, -17.573], [9.668, 16.989, -18.672], [10.755, 16.397, -18.650], [8.916, 16.921, -19.620], [10.071, 17.313, -17.087], [6.620, 10.906, -15.595], [5.431, 11.069, -16.123], [4.575, 10.404, -15.575], [5.305, 11.848, -17.094], [5.948, 10.315, -15.248], [12.771, 8.166, -17.765], [12.210, 8.902, -18.753], [12.410, 8.717, -19.980], [11.520, 9.858, -18.478], [13.449, 7.752, -18.304]],
  "mulliken_charge": [-1.29, -0.52, -0.02, 0.57, 0.08, -0.37, -1.17, -0.63, -0.82, -1.14, 0.24, 0.53, 0.16, 0.37, 0.42, -0.10, 0.35, -0.49, 0.50, -0.18, 0.80, 0.38, 0.45, 0.28, 0.42, 0.53, 0.51, 0.41, 0.43, 0.41, -1.32, -0.54, -0.48, 0.44, -0.81, 0.23, -0.46, -1.18, -0.82, -1.01, 0.42, 0.19, 0.35, 0.43, 0.32, 0.42, 0.24, 0.21, 0.42, 0.17, -0.07, 0.15, 0.38, 0.38, 0.56, 0.59, 0.54, 0.41, 0.34, 0.44, -1.47, -0.33, -0.49, 0.44, -0.78, -0.58, 0.10, -0.92, -0.60, -1.10, 0.38, 0.40, 0.37, 0.22, 0.30, 0.46, 0.35, 0.66, 0.07, 0.42, -0.01, 0.63, -0.47, 0.36, 0.55, 0.45, 0.42, 0.39, 0.36, 0.41, -1.93, 1.31, -1.01, 0.87, -0.65, -0.90, -0.80, -1.17, 0.48, -0.55, 0.55, 0.29, 0.43, -0.47, 0.16, 0.39, 0.50, 0.49, 0.37, 0.37, 0.47, 0.50, 0.22, 0.45, 0.51, -0.28, -0.01, 0.46, 0.66, -0.67, -1.46, 0.07, 0.36, 1.39, -0.69, -1.08, -0.08, -0.98, -0.34, -0.98, 0.50, -0.04, 0.52, -0.19, 0.31, -0.03, -0.33, 0.56, 0.33, 0.53, 0.43, -0.43, 0.59, 0.25, 0.56, -0.43, 0.41, 0.26, 0.48, 0.29, -1.39, -0.60, -0.75, 0.42, -0.68, -0.80, -0.81, -0.14, -0.50, -1.19, 0.36, 0.40, 0.37, 0.28, 0.43, 0.46, 0.39, 0.62, 0.47, 0.33, 0.48, 0.41, 0.30, 0.01, 0.39, 0.04, 0.43, 0.30, 0.43, 0.59, -1.41, -0.58, -0.53, 0.19, -1.04, 2.50, -0.71, -0.88, -0.71, -0.96, 0.40, 0.12, 0.68, 0.32, 0.61, 0.52, -0.05, 0.39, 0.44, -0.89, -0.83, 0.12, 0.51, 0.29, 0.50, 0.49, 0.47, 0.42, 0.38, 0.39, -1.68, 2.87, -0.68, 0.69, -0.27, 0.61, -0.26, -0.90, -0.28, -0.54, -0.23, 0.30, 0.78, -0.77, -1.01, 0.26, 0.22, 0.28, -0.08, 0.07, -0.57, 0.27, 0.37, 0.31, 0.23, -0.37, 0.67, 0.08, 0.22, -0.11, -1.42, -0.65, -0.67, 1.06, -1.04, 0.34, -0.61, -0.87, -0.93, -1.13, 0.40, 0.40, 0.32, 0.33, 0.39, 0.45, 0.37, 0.31, 0.73, -0.83, 0.52, 0.17, 0.64, 0.36, 0.44, 0.38, 0.47, 0.50, 0.42, 0.30, -0.31, 0.32, -0.77, -0.47, 0.24, -0.57, 0.61, -0.72, -0.73, 0.35, -0.47, 0.14, -0.73, 0.09, 0.33],
  "de_lowest_kj_mol": 0.0,
  "homo_energy_ev": -16.22,
  "charge": 6
}